Formula: C7H21BEuF4OP2
Source: the Open Molecules 2025 dataset
Level of theory: the ωB97M-V functional and the def2-TZVPD basis

Cartesian coordinates (Å):
Eu 0.10709 0.32240 -0.07548
H -0.10883 2.64565 2.38797
H 0.60770 2.43277 2.51780
P -2.04967 1.03877 -0.68483
P 2.37045 -0.30205 0.11464
C 2.77009 -1.87794 0.97760
H 3.84199 -2.12714 0.89474
H 2.49042 -1.78885 2.04051
H 2.16758 -2.68985 0.53556
C 3.21484 -0.50365 -1.50930
H 3.14596 0.44562 -2.06393
H 4.27175 -0.78931 -1.37498
H 2.69098 -1.28074 -2.09011
C 3.45561 0.91501 0.98037
H 3.15287 0.98441 2.03905
H 4.51497 0.61311 0.92382
H 3.33063 1.90637 0.51418
C -2.34230 0.99503 -2.50276
H -3.34889 1.37059 -2.75241
H -1.57333 1.60910 -2.99828
H -2.23509 -0.04333 -2.85761
C -3.50974 0.13892 -0.01762
H -3.53972 0.26010 1.07806
H -4.45232 0.50734 -0.45767
H -3.39616 -0.93673 -0.23584
C -2.43194 2.79531 -0.26426
H -1.62687 3.44002 -0.65477
H -3.39795 3.10770 -0.69541
H -2.46941 2.90895 0.83250
C -0.51953 -0.89566 1.39650
O -0.90498 -1.73505 2.14381
H 0.63506 1.48922 -1.17992
F -0.52014 -1.66792 0.24250
B -0.97661 -2.91833 0.76714
F -2.43386 -3.10805 1.05456
F -0.88849 -3.50558 -0.55132
F -0.04213 -3.75623 1.52518

Results
- LUMO (spin up / spin down) (eV) = -5.88 / -5.60
- E_tot (eV) = -59084.7474
- expectation value of S² = 12.154
- charge = +1
- max |F| (eV/A) = 12.7
- spin multiplicity = 7
- highest occupied orbital energy (spin up / spin down) (eV) = -12.48 / -12.63

***

Formula: C7H21GaNO5P2
Source: the Open Molecules 2025 dataset
Level of theory: the ωB97M-V functional and the def2-TZVPD basis

Cartesian coordinates (Å):
C 3.66355 -0.70842 0.94002
C 3.29263 0.58864 1.67929
C 1.90491 0.51169 2.31794
O 0.95914 0.22026 1.33661
Ga -0.84221 0.12629 1.85837
P -1.68710 -2.09444 1.75497
C -2.87264 -2.08387 0.31847
O -2.79181 -2.07533 3.04721
P -2.21273 1.58438 0.53196
O -3.64559 1.25824 1.36829
O -1.83846 3.07424 1.24090
H 3.90737 -0.52909 -0.10965
H 2.81974 -1.39966 0.95533
H 4.53139 -1.19877 1.38821
H 4.02593 0.80094 2.46597
H 3.30444 1.43836 0.99022
H 1.68891 1.46493 2.82678
H 1.92435 -0.26367 3.10529
H -0.95875 0.63418 3.38591
H -2.58925 -2.86135 -0.39331
H -3.86838 -2.31777 0.70552
H -2.92385 -1.13567 -0.21472
H -3.31231 -1.26453 3.04518
H -3.46829 1.25172 2.31896
H -2.44729 3.72611 0.87301
C 0.89776 0.72955 -1.88260
C -0.04719 -0.39811 -2.21707
O -0.56108 -1.09476 -1.36497
N -0.32999 -0.61997 -3.54196
C 0.16504 0.10256 -4.68660
H 1.01137 0.74146 -0.79792
H 1.87220 0.57315 -2.35193
H 0.49688 1.68446 -2.22907
H -0.97835 -1.37621 -3.69154
H -0.64666 0.57296 -5.24817
H 0.71738 -0.54976 -5.36889
H 0.83893 0.88729 -4.35601

Results
- LUMO (eV) = 2.88
- E_tot (eV) = -90283.9159
- charge = -1
- max |F| (eV/A) = 0.2
- highest occupied orbital energy (eV) = -3.27

***

Formula: C7H22AuN4O7
Source: the Open Molecules 2025 dataset
Level of theory: the ωB97M-V functional and the def2-TZVPD basis

Cartesian coordinates (Å):
O -0.04578 3.43952 -3.78789
H 0.55496 4.14910 -3.97530
Au 0.50083 1.27095 -1.34663
N 0.20449 0.93526 0.65390
N -0.13704 3.17799 -0.60166
O 0.53102 -0.16749 1.47077
O -0.65802 4.10983 -1.29853
C 0.33519 2.05062 1.37582
C 0.11172 3.27448 0.71482
C 0.80294 1.89797 2.77533
C 0.15578 4.67526 1.26830
H 1.66911 1.21234 2.77520
H -0.01890 1.50536 3.41634
H 1.10553 2.89653 3.16586
H -0.80104 5.23631 1.06819
H 0.92782 5.25251 0.68072
H 0.40292 4.69687 2.35267
H 0.66354 -0.92474 0.87531
H -0.48667 3.55633 -2.91104
O -2.62068 -0.50098 1.10796
H -2.18108 -0.81332 1.89928
H -3.53750 -0.37002 1.37849
C 1.25998 1.14279 -3.06893
H 0.54025 0.35325 -3.33189
H 2.18970 0.93091 -2.78133
H 1.18429 1.72721 -4.04523
O 3.63806 -2.57044 -0.20550
H 3.94013 -1.65747 -0.07629
H 2.68297 -2.49372 -0.34118
C -0.40698 -4.22831 1.46122
O -1.21909 -3.55450 0.46779
C -0.67586 -2.70127 -0.34565
O 0.52172 -2.42145 -0.24669
N -1.53775 -2.11522 -1.24305
N -0.91444 -1.19226 -2.00926
H -1.04181 -5.02842 1.85602
H -0.15827 -3.51056 2.22803
H 0.48079 -4.62116 0.99548
H -2.35090 -1.89399 -0.79608
H -0.13325 -1.58145 -2.46923
H -1.57564 -0.82061 -2.65378

Results
- LUMO (spin up / spin down) (eV) = -5.04 / -6.67
- E_tot (eV) = -31586.4602
- expectation value of S² = 2.080
- charge = +1
- max |F| (eV/A) = 6.7
- spin multiplicity = 3
- highest occupied orbital energy (spin up / spin down) (eV) = -11.28 / -11.93
- ΔE to the lowest compared entry with this formula, charge and spin (eV) = 1.520

***

Formula: C7H22ClI2N2OOsP2
Source: the Open Molecules 2025 dataset
Level of theory: the ωB97M-V functional and the def2-TZVPD basis

Cartesian coordinates (Å):
I -0.00266 1.81640 1.76748
I 0.00977 -1.73511 1.83834
Os -0.00082 0.05138 -1.61521
P -2.02767 -0.00973 -0.43599
C -3.10267 0.04832 1.11641
C -2.80914 1.43315 -1.30454
H -3.88139 1.26724 -1.44329
H -3.88689 -1.35922 -1.34042
H -2.25172 1.46295 -2.24522
H -2.26176 -1.61925 -2.12541
H -2.92546 0.95955 1.72509
H -2.62810 2.32151 -0.67560
C -2.81425 -1.51305 -1.18696
H -4.21256 0.08691 0.82510
H -2.64066 -2.35839 -0.50035
H -2.99971 -0.86064 1.75202
P 2.02728 0.00176 -0.43623
C 3.10227 0.06714 1.11538
C 2.82338 -1.49809 -1.18585
H 2.24022 1.47846 -2.24627
H 3.87191 1.28339 -1.44838
H 2.61906 2.33606 -0.67693
C 2.79934 1.44759 -1.30627
H 2.27343 -1.60415 -2.12549
H 3.89560 -1.34066 -1.33536
H 4.21295 0.11168 0.82539
H 3.00593 -0.84070 1.75514
H 2.64913 -2.34229 -0.49876
H 2.91816 0.97956 1.72046
Cl 0.00050 -0.17841 -4.07674
N 1.29376 0.08544 4.44013
C 0.00360 0.00412 4.07908
N -1.28550 0.07668 4.43513
O -0.00590 -0.01174 2.71321
H 1.44860 0.01422 5.41234
H 1.98987 0.05208 3.69074
H -2.00037 0.03028 3.67798
H -1.44864 0.00276 5.42697

Results
- LUMO (spin up / spin down) (eV) = -12.07 / -12.90
- E_tot (eV) = -62377.7995
- expectation value of S² = 6.033
- charge = +3
- max |F| (eV/A) = 5.4
- spin multiplicity = 5
- highest occupied orbital energy (spin up / spin down) (eV) = -18.19 / -19.51
- ΔE to the lowest compared entry with this formula, charge and spin (eV) = 2.967

***

Formula: C7H22IO7
Source: the Open Molecules 2025 dataset
Level of theory: the ωB97M-V functional and the def2-TZVPD basis

Cartesian coordinates (Å):
I 18.47166 4.08314 15.31138
C 22.94911 0.10756 17.28879
O 23.05333 1.05487 16.22938
H 22.14387 -0.60340 17.10381
H 23.87722 -0.44666 17.42860
H 22.66118 0.62089 18.20623
H 22.19306 1.47958 16.19545
C 14.27741 11.61869 16.94286
C 15.21175 10.38816 16.72390
O 14.87354 9.54466 15.59568
O 14.49058 12.57330 15.86462
H 14.55307 12.06028 17.90052
H 13.21581 11.40548 17.06793
H 15.17612 9.82531 17.65665
H 16.21771 10.76980 16.54923
H 15.22167 8.65028 15.61782
H 13.97457 13.37563 15.97237
C 14.17610 6.86865 9.02586
C 15.49439 6.47323 9.69682
O 15.79525 5.06980 9.67350
O 13.91033 8.26426 9.30446
H 13.35821 6.20037 9.29527
H 14.19805 6.80033 7.93822
H 15.53576 6.80420 10.73453
H 16.31229 6.98449 9.18914
H 16.44959 4.94918 10.36552
H 13.20336 8.51357 8.70475
C 19.52734 4.84819 22.18439
C 20.18155 5.52675 23.48208
O 21.43386 6.14258 23.25411
O 19.04976 5.71283 21.12137
H 18.75333 4.19344 22.58478
H 20.33582 4.30167 21.69881
H 20.36222 4.70898 24.17973
H 19.39225 6.17802 23.85753
H 22.06013 5.44123 23.06045
H 19.23336 5.35413 20.25003

Results
- LUMO (eV) = 2.46
- E_tot (eV) = -30048.1841
- charge = -1
- max |F| (eV/A) = 2.5
- highest occupied orbital energy (eV) = -3.64
- ΔE to the lowest compared entry with this formula, charge and spin (eV) = 1.738

***

Formula: C7H22N8O9Zn
Source: the Open Molecules 2025 dataset
Level of theory: the ωB97M-V functional and the def2-TZVPD basis

Cartesian coordinates (Å):
Zn -0.40137 0.04916 1.19707
C -1.99122 -1.80925 1.85394
O -1.40018 -1.03200 2.62934
O -2.88980 -2.60323 2.17112
O -1.75193 -1.43923 0.67428
C 2.21107 -1.25796 0.05874
O 1.29642 -0.92492 0.75213
N 2.21064 -2.10929 -0.95119
N 3.45967 -0.78394 0.23369
H 3.06779 -2.57055 -1.20266
H 1.31881 -2.38017 -1.34522
H 3.80718 -0.39737 1.09572
H 4.05227 -1.14792 -0.49347
C 0.22320 1.56809 -1.55472
O 0.10824 1.24707 -0.38010
N 0.27182 2.84021 -1.93826
N 0.26967 0.71410 -2.57165
H 0.38263 3.60036 -1.28937
H 0.18896 2.96781 -2.93346
H -0.03603 -0.22226 -2.32930
H 0.39612 1.04649 -3.51260
C -2.70252 2.34377 1.34033
O -1.94429 1.36933 1.31166
N -2.37894 3.55597 0.88495
N -3.92894 2.28879 1.88117
H -1.50109 3.79458 0.45686
H -3.14918 4.18843 0.73509
H -4.47610 3.12181 2.02051
H -4.22364 1.39687 2.24920
C 1.65847 2.02849 2.60667
O 0.69447 1.31806 2.39279
N 1.69560 3.27187 2.12846
N 2.79989 1.71950 3.16394
H 2.36659 3.83278 2.62782
H 0.91676 3.62652 1.59959
H 2.76278 0.85451 3.68461
H 3.48500 2.40674 3.43031
C -0.51464 -4.41729 -2.11404
C -1.14821 -3.07978 -2.40324
O -0.59592 -1.95321 -1.74731
O 0.74468 -4.48449 -2.71464
H -1.21848 -5.20692 -2.38366
H -0.37279 -4.52442 -1.03709
H -2.22898 -3.17592 -2.28224
H -1.01416 -2.89814 -3.47262
H -1.10260 -1.92423 -0.91881
H 0.58225 -4.80886 -3.60435

Results
- LUMO (eV) = -0.15
- E_tot (eV) = -86385.6380
- charge = 0
- max |F| (eV/A) = 6.8
- highest occupied orbital energy (eV) = -5.30
- ΔE to the lowest compared entry with this formula, charge and spin (eV) = 1.264

***

Formula: C7H22O4
Source: the Open Molecules 2025 dataset
Level of theory: the ωB97M-V functional and the def2-TZVPD basis

Cartesian coordinates (Å):
C -10.37998 -36.78457 3.10559
O -9.66435 -36.23158 2.03419
H -9.96655 -36.45724 4.05954
H -11.43700 -36.51853 3.10276
H -10.26831 -37.86506 3.01525
H -10.02121 -36.50866 1.18715
C -8.37113 -37.18804 -0.09334
C -9.82793 -37.24965 -0.57503
O -10.77516 -36.86729 0.37466
H -8.18756 -37.77774 0.80479
H -7.77628 -36.28587 -0.23595
H -7.80575 -37.86928 -0.72922
H -10.09022 -38.29746 -0.72129
H -9.97696 -36.63980 -1.46609
H -11.62974 -36.96605 -0.05141
C -11.33428 -40.02088 2.14576
C -10.11357 -40.33632 3.03061
O -10.30670 -40.54642 4.35386
H -11.88211 -39.18718 2.58498
H -11.99992 -40.87582 2.02695
H -10.86222 -39.60111 1.25747
H -9.32712 -39.58944 2.92217
H -9.55454 -41.21774 2.71647
H -9.44365 -40.74293 4.72552
C -7.65476 -37.25302 4.48804
C -7.66980 -38.52036 3.68732
O -7.69061 -39.57079 4.67426
H -7.69125 -36.39349 3.81872
H -6.73334 -37.17747 5.06541
H -8.53172 -37.18125 5.13138
H -6.82241 -38.59776 3.00612
H -8.58079 -38.69392 3.11456
H -8.36498 -39.33942 5.31715

Results
- LUMO (eV) = 0.38
- E_tot (eV) = -15800.9370
- charge = 0
- max |F| (eV/A) = 5.8
- highest occupied orbital energy (eV) = -9.00
- ΔE to the lowest compared entry with this formula, charge and spin (eV) = 3.991

***

Formula: C7H23BeNO7S2
Source: the Open Molecules 2025 dataset
Level of theory: the ωB97M-V functional and the def2-TZVPD basis

Cartesian coordinates (Å):
Be 0.41874 9.14003 -1.40145
N 3.82454 4.03911 -3.71900
H 3.01284 4.15635 -4.30848
H 3.60770 4.38284 -2.79437
H 4.47675 4.65684 -4.18065
H 4.14324 3.08097 -3.69628
C 0.45270 4.04599 0.97460
O 1.21698 5.10187 0.45544
H -0.08048 3.46355 0.22321
H 1.15545 3.34298 1.42185
H -0.28795 4.31479 1.72777
O -3.04713 -2.44656 4.27686
S -2.42272 -2.69667 5.58198
O -2.25458 -4.05495 6.05992
O -0.97108 -1.78829 5.78844
C 0.26839 -2.39508 5.47491
C 0.54748 -2.33474 3.98171
C -3.39581 -1.82099 6.85913
H 0.09766 -3.46274 5.61290
H 1.07197 -1.94434 6.05731
H 1.55231 -2.68250 3.74194
H 0.59018 -1.30945 3.61418
H -0.11522 -3.00087 3.42928
H -2.86390 -2.03456 7.78625
H -4.46985 -2.00459 6.88832
H -3.41369 -0.73990 6.72118
O 2.06003 -0.84180 -4.79983
S 1.03781 -1.64272 -5.35848
O 1.31626 -2.84167 -6.18568
O -0.07219 -1.89270 -4.20744
C -0.20701 -0.83183 -3.29478
C -1.50631 -1.10094 -2.54268
C -0.00488 -0.56299 -6.53027
H -0.27025 0.18240 -3.68902
H 0.59246 -0.75607 -2.55775
H -2.19464 -1.27272 -3.37020
H -1.76965 -0.25454 -1.90837
H -1.58128 -2.05211 -2.01565
H 0.39803 -0.84747 -7.50229
H 0.15044 0.47657 -6.24168
H -1.06333 -0.77047 -6.37300

Results
- LUMO (eV) = -12.27
- E_tot (eV) = -45498.5301
- charge = +2
- max |F| (eV/A) = 5.3
- highest occupied orbital energy (eV) = -13.72
- ΔE to the lowest compared entry with this formula, charge and spin (eV) = 3.204